# 1
{"formula": "C32H46N6O6P2S4Sc", "method": "ωB97M-V/def2-TZVPD", "elements": ["C", "C", "C", "C", "H", "S", "C", "H", "C", "C", "C", "N", "C", "H", "H", "C", "H", "H", "H", "O", "C", "H", "C", "H", "H", "Sc", "N", "N", "C", "H", "H", "H", "H", "C", "C", "C", "H", "H", "H", "C", "H", "H", "H", "O", "C", "S", "H", "H", "H", "H", "H", "N", "C", "H", "C", "C", "O", "O", "H", "H", "H", "H", "H", "P", "H", "H", "H", "S", "C", "C", "O", "H", "H", "H", "H", "C", "N", "H", "S", "C", "H", "N", "C", "H", "H", "C", "H", "P", "H", "C", "C", "H", "C", "H", "C", "O", "C"], "xyz": [[-3.977, 0.487, -5.416], [0.421, 0.820, -4.055], [2.192, 0.144, 1.998], [-4.658, -1.322, -3.414], [-7.303, 0.256, 0.600], [1.218, 1.686, -5.197], [-3.437, 0.640, -4.148], [-1.859, 0.117, 0.887], [-4.244, -0.686, -0.472], [2.107, -4.902, -1.927], [2.835, -2.530, -2.361], [-1.772, -1.199, -1.550], [-4.000, -1.736, 0.394], [2.761, 4.720, -0.669], [-3.731, 0.819, 2.378], [-6.148, -1.367, 1.408], [0.948, 5.342, 1.813], [-4.784, -2.905, 2.010], [-6.898, -1.637, 2.140], [0.225, -1.085, 0.575], [1.872, -1.877, 4.734], [-2.575, 1.596, 3.468], [1.746, 4.606, 1.917], [1.717, 3.443, -1.361], [0.295, -0.106, 6.152], [0.388, -0.600, -1.538], [4.400, -1.501, -3.225], [3.955, -2.749, -3.002], [-1.919, 2.259, 0.838], [1.010, 4.932, -0.750], [2.811, -0.756, 2.018], [5.182, 0.300, 2.641], [2.620, -1.127, 4.476], [5.426, 1.206, 0.695], [0.464, -1.392, 4.465], [1.805, 4.202, -0.585], [-1.744, 3.108, 1.502], [5.237, -1.352, -3.762], [-3.056, -2.263, 0.336], [-3.785, -0.269, -3.158], [2.368, 0.695, 2.924], [2.076, -2.796, 4.186], [3.051, -5.293, -2.286], [-0.358, 0.906, 2.070], [-4.963, -2.080, 1.334], [-2.957, -0.123, -1.583], [-2.737, 1.436, -3.930], [4.753, 2.033, 2.579], [-1.242, 2.307, -0.016], [-0.694, -5.954, -0.696], [1.645, 4.125, 2.889], [0.701, -3.025, -1.506], [-4.845, -0.559, -5.682], [6.439, 1.528, 2.544], [5.435, 1.268, 2.206], [-6.378, -0.302, 0.542], [2.753, 2.634, 1.024], [1.722, 0.893, -0.539], [-5.870, -2.274, -4.898], [-3.708, 1.185, -6.197], [-5.259, -0.676, -6.675], [3.675, 0.477, -2.836], [5.702, 2.422, -1.060], [2.679, 1.144, 0.561], [0.723, 3.035, 0.866], [-2.025, -2.012, -2.106], [-5.601, 0.872, -1.079], [0.258, -0.916, -4.087], [-1.758, 0.956, 1.577], [0.161, -0.040, 5.072], [0.193, -1.435, 3.022], [-0.247, -2.127, 4.841], [5.114, 3.315, 0.355], [2.698, 5.137, 1.879], [-4.926, -2.017, -2.627], [-5.424, 0.046, -0.400], [2.554, -1.215, -2.158], [1.976, -2.088, 5.798], [-0.303, 1.596, -2.637], [-2.703, 0.790, 2.745], [-2.936, 2.331, 0.452], [1.198, -5.764, -1.497], [-5.189, -1.462, -4.684], [-2.555, -0.170, 3.238], [6.798, 2.788, 0.274], [5.772, 2.515, 0.024], [-0.862, 0.267, 4.871], [0.488, -0.409, 1.877], [0.836, 0.736, 4.707], [1.651, 3.603, 0.793], [1.867, -3.532, -1.924], [6.106, 0.423, 0.359], [3.561, -0.590, -2.728], [-1.140, -3.488, -0.702], [-0.204, -3.893, -1.060], [4.133, 0.714, 0.188], [0.052, -5.258, -1.059]], "forces_ev_per_a": [[0.01, 0.04, -0.01], [-0.10, -0.10, 0.22], [0.04, 0.07, 0.14], [0.04, -0.01, 0.09], [0.00, 0.00, 0.00], [0.07, 0.08, -0.12], [0.03, 0.00, 0.07], [-0.08, 0.00, 0.01], [-0.05, 0.00, 0.02], [0.03, 0.10, -0.03], [-0.04, 0.04, -0.04], [-0.14, 0.01, 0.27], [0.05, 0.00, -0.01], [0.02, -0.01, 0.00], [0.03, 0.00, -0.01], [-0.04, 0.03, 0.00], [0.00, -0.02, 0.00], [0.00, 0.00, -0.01], [0.00, 0.00, 0.00], [-0.03, -0.18, 0.19], [0.01, -0.02, 0.06], [0.03, 0.01, 0.00], [-0.04, 0.04, -0.03], [0.01, -0.02, -0.01], [-0.01, -0.01, -0.01], [-0.05, 0.32, -0.60], [0.03, 0.13, -0.06], [-0.06, -0.11, 0.04], [-0.01, 0.00, -0.07], [0.00, -0.01, 0.01], [-0.03, -0.02, -0.03], [-0.01, 0.00, 0.01], [-0.01, 0.01, -0.03], [-0.05, -0.03, -0.03], [-0.05, -0.02, -0.05], [-0.02, 0.02, 0.01], [0.03, 0.00, 0.02], [0.05, 0.00, -0.03], [0.02, -0.02, -0.01], [0.00, -0.05, 0.00], [-0.01, 0.01, -0.02], [0.00, 0.00, -0.01], [0.00, 0.02, 0.01], [0.06, -0.17, 0.07], [0.00, -0.03, 0.04], [0.05, 0.03, -0.27], [0.03, 0.01, -0.01], [-0.02, 0.01, -0.02], [0.02, 0.05, 0.00], [0.01, -0.01, -0.01], [0.01, -0.01, 0.01], [0.04, -0.15, 0.06], [-0.01, 0.00, -0.03], [-0.01, 0.00, -0.01], [0.05, -0.01, 0.04], [-0.01, -0.02, 0.01], [0.04, -0.03, 0.02], [0.03, -0.11, -0.10], [0.00, -0.01, 0.02], [0.01, 0.00, 0.00], [0.00, 0.00, 0.00], [0.01, 0.00, 0.03], [-0.01, 0.01, 0.00], [-0.09, 0.08, 0.09], [0.02, 0.04, -0.02], [0.01, -0.02, -0.03], [0.00, 0.00, -0.01], [-0.03, 0.02, 0.02], [0.07, -0.03, 0.07], [0.02, 0.00, 0.03], [0.02, 0.10, -0.09], [0.02, 0.02, 0.03], [-0.02, 0.00, 0.00], [0.02, -0.02, 0.00], [0.00, -0.01, -0.01], [0.01, 0.01, -0.01], [0.13, -0.02, 0.15], [0.00, 0.00, -0.01], [0.12, -0.15, 0.00], [-0.02, -0.03, -0.05], [-0.03, 0.01, 0.02], [-0.02, -0.05, 0.01], [0.00, -0.01, -0.01], [0.01, -0.01, 0.02], [0.00, -0.02, 0.00], [0.04, 0.01, -0.02], [-0.02, 0.02, -0.01], [-0.02, 0.11, 0.01], [0.01, 0.00, -0.03], [-0.02, -0.04, 0.01], [-0.12, 0.03, 0.01], [0.00, 0.03, 0.01], [-0.08, 0.03, -0.05], [0.00, 0.02, 0.03], [0.09, -0.10, -0.06], [0.01, 0.03, 0.01], [-0.10, 0.08, 0.03]], "nbo_charge": [-0.184, -0.517, -1.270, -0.227, 0.230, -0.091, -0.209, 0.202, -0.277, 0.046, 0.288, -1.213, -0.236, 0.213, 0.236, -0.199, 0.229, 0.223, 0.228, -1.122, -0.636, 0.220, -0.626, 0.255, 0.238, 1.472, -0.322, -0.227, -0.639, 0.232, 0.296, 0.214, 0.201, 0.124, 0.118, -0.647, 0.218, 0.433, 0.238, -0.179, 0.292, 0.231, 0.225, -0.843, -0.190, 1.144, 0.256, 0.221, 0.237, 0.213, 0.214, -0.427, -0.175, 0.241, -0.651, -0.211, -0.858, -1.121, 0.226, 0.232, 0.227, 0.248, 0.225, 2.515, 0.198, 0.387, 0.225, -0.244, 0.109, -0.641, -0.827, 0.205, 0.226, 0.220, 0.224, -0.159, -0.542, 0.236, -0.317, -0.639, 0.232, -0.339, -0.207, 0.217, 0.230, -0.638, 0.230, 2.495, 0.204, 0.116, 0.132, 0.200, 0.251, 0.221, 0.026, -0.839, 0.004], "energy_ha": -5063.33130, "gap_ha": 0.227, "total_charge": 1}

=====

# 2
{"formula": "C25H43BrN2P2Pd", "method": "ωB97M-V/def2-TZVPD", "elements": ["H", "Pd", "H", "H", "C", "P", "C", "H", "N", "H", "C", "Br", "H", "H", "H", "H", "C", "H", "H", "H", "H", "C", "H", "H", "C", "C", "C", "H", "H", "H", "C", "C", "C", "H", "C", "H", "C", "H", "C", "H", "H", "H", "H", "C", "C", "C", "H", "H", "H", "H", "H", "H", "H", "H", "H", "H", "C", "C", "H", "H", "H", "H", "H", "C", "N", "C", "C", "H", "C", "C", "C", "P", "H", "H"], "xyz": [[3.859, -2.263, -3.269], [-0.078, -0.055, -1.604], [-0.101, -1.497, -4.557], [3.298, 1.277, 0.096], [-0.257, -3.186, -3.166], [2.385, -0.474, -1.221], [-2.777, -2.274, -2.345], [3.164, -2.361, 1.207], [-5.295, 2.509, -4.676], [-1.685, 0.898, 0.456], [3.517, -1.343, -3.760], [3.293, 5.796, -1.275], [2.679, 1.840, -1.471], [-4.237, 2.551, -1.492], [0.223, -3.401, -0.271], [-4.401, 1.668, -6.345], [-4.217, 2.300, -2.559], [-1.359, -5.093, 0.480], [-2.964, -3.354, -2.484], [-1.438, -5.066, -1.286], [1.774, -2.010, 2.284], [3.303, 1.077, -0.986], [-2.046, 1.579, -1.295], [2.093, 0.283, -3.446], [-4.309, 1.833, -5.265], [-3.799, -1.685, -1.384], [2.324, -0.719, -3.037], [4.855, 0.967, -2.543], [-2.410, 0.814, -5.099], [-0.778, -4.159, -3.129], [-3.195, 1.350, -4.552], [0.264, 2.568, -2.622], [-3.135, 1.587, -3.147], [-4.799, -2.054, -1.662], [1.422, 2.765, -3.382], [1.598, 2.161, -4.271], [4.750, 1.238, -1.487], [3.104, -0.855, 2.188], [-0.339, -2.568, -4.559], [-0.493, 0.917, -3.891], [-1.040, 3.470, -1.140], [0.785, -1.359, 0.301], [3.275, 3.860, -3.555], [0.813, 4.507, -1.270], [-0.851, -3.184, -0.361], [-0.075, 3.492, -1.629], [0.351, -3.083, -5.239], [-0.408, 0.208, 1.202], [5.048, 2.293, -1.385], [5.462, 0.665, -0.874], [-0.270, 1.728, 0.542], [-6.113, 3.317, -2.940], [1.424, -1.344, -3.199], [-2.869, -1.792, -3.332], [0.558, 5.180, -0.445], [-1.346, -2.678, -4.979], [1.749, -0.825, 0.477], [2.044, 4.616, -1.930], [4.334, -0.616, -3.860], [-1.144, -2.564, 0.499], [-3.805, -0.592, -1.442], [-2.724, -4.285, -0.341], [3.193, -1.607, -4.777], [-1.650, -4.481, -0.389], [-0.680, 0.802, 0.418], [-5.270, 2.751, -3.366], [2.510, -1.565, 1.590], [0.783, -3.385, -2.864], [2.330, 3.761, -3.020], [-1.935, 1.344, -2.342], [-0.619, 1.388, -2.912], [-1.027, -2.153, -1.861], [1.504, 0.188, 0.855], [-3.621, -1.957, -0.335]], "forces_ev_per_a": [[0.04, 0.34, -0.17], [0.50, -0.59, 1.16], [0.05, -0.08, -0.10], [-0.11, -0.02, -0.25], [0.57, 0.22, 0.15], [1.57, 2.35, 0.63], [-0.26, 0.57, -0.21], [-0.23, 0.23, 0.24], [-0.30, 0.02, 0.06], [-0.29, 0.05, 0.31], [0.38, -0.18, -0.13], [-0.38, -0.28, -0.44], [0.06, -0.13, 0.18], [0.07, -0.24, -0.35], [-0.13, 0.05, 0.07], [0.05, 0.08, 0.44], [-0.35, 0.00, 0.36], [-0.18, 0.26, -0.30], [0.28, 0.30, -0.02], [-0.04, -0.03, 0.14], [0.29, 0.15, -0.42], [0.29, 0.38, 0.50], [-0.16, 0.41, -0.08], [0.24, -0.33, 0.48], [0.93, -0.42, 0.31], [-0.26, 0.07, 0.23], [-1.10, -1.15, -0.57], [0.10, 0.04, 0.28], [-0.34, 0.18, 0.29], [0.15, 0.38, 0.03], [-0.46, 0.21, -0.43], [-0.50, -0.66, -0.12], [0.56, -0.71, 0.06], [0.34, 0.26, 0.19], [0.84, 0.79, -0.08], [0.14, 0.11, 0.21], [0.25, -0.05, -0.07], [-0.04, -0.33, -0.38], [-0.22, -0.25, -0.41], [-0.07, 0.48, -0.11], [0.05, -0.05, 0.04], [0.65, 0.26, 0.32], [-0.27, 0.09, 0.02], [-1.31, -0.44, 0.61], [0.40, 0.62, 0.42], [0.58, 1.03, 0.64], [-0.19, 0.20, 0.13], [-0.18, 0.27, -0.05], [-0.17, -0.32, -0.03], [-0.29, 0.03, -0.34], [-0.09, -0.13, 0.20], [0.49, -0.30, -0.24], [0.46, 0.18, -0.24], [-0.02, -0.25, 0.19], [0.09, -0.12, -0.41], [0.24, 0.04, 0.06], [-1.36, -1.30, 0.60], [0.69, 0.14, 0.17], [-0.14, -0.42, 0.15], [0.07, -0.21, 0.00], [-0.13, -0.12, 0.00], [0.13, -0.13, 0.07], [0.05, 0.07, 0.25], [-0.17, -0.34, 0.05], [-0.01, -0.14, -0.25], [0.43, -0.08, 0.26], [0.63, -0.18, 0.14], [-0.20, -0.02, -0.09], [0.01, -0.57, -0.79], [-1.22, 1.90, -1.92], [-0.70, 1.05, -0.38], [-1.14, -2.68, -0.38], [0.40, -0.47, -0.61], [-0.06, -0.10, -0.23]], "lowdin_charge": [0.104, 0.694, 0.045, 0.099, -0.360, 1.126, -0.359, 0.098, 0.144, 0.072, -0.072, 1.222, 0.041, 0.134, 0.090, 0.143, 0.036, 0.115, 0.115, 0.084, 0.105, -0.365, 0.068, 0.067, -0.054, -0.107, -0.387, 0.066, 0.122, 0.111, 0.033, -0.187, -0.193, 0.113, -0.013, 0.142, -0.082, 0.100, -0.123, 0.121, 0.129, 0.005, 0.146, -0.031, -0.382, 0.005, 0.107, 0.076, 0.090, 0.103, 0.078, 0.149, 0.008, 0.089, 0.144, 0.092, -0.418, -0.622, 0.081, 0.086, 0.049, 0.087, 0.106, -0.090, 0.064, -0.050, -0.073, 0.094, -0.036, -0.053, -0.222, 0.934, 0.066, 0.081], "energy_ha": -4470.75616, "de_lowest_kcal_mol": 51.78, "spin_multiplicity": 5, "s_squared": 6.067, "gap_ha": [0.238, 0.138], "total_charge": 4}

=====

The records above give, respectively, max |F| values of 0.68, 2.96 eV/A.